Entry 1:
27
Properties=species:S:1:pos:R:3:forces:R:3:mulliken_charge:R:1 method="wB97M-V/def2-TZVPD" energy_ha=-687.9312 orbital_gap_ev=10.1896 relative_energy_kj_mol=248.3 smiles=O.O.O.O.O.O.O.O.O lumo_ev=-0.20 homo_ev=-10.4
O 26.167 -15.646 8.387 -0.393 -0.558 -0.258 -0.69
O 23.097 -17.721 12.234 -1.411 -1.114 0.962 -0.65
O 23.110 -13.206 10.366 1.752 2.917 0.417 -0.61
O 22.754 -15.863 8.283 0.816 0.766 -1.046 -0.61
O 25.735 -13.917 11.958 0.280 -0.082 0.836 -0.64
O 23.073 -15.161 13.316 -0.336 0.812 0.381 -0.66
O 24.565 -16.053 10.452 -0.305 -1.614 -1.765 -0.40
O 24.718 -17.581 6.725 1.215 0.651 -0.201 -0.59
O 21.667 -15.563 11.097 -0.628 -0.201 -0.280 -0.76
H 25.263 -17.626 5.924 -0.405 -0.331 0.044 0.31
H 25.278 -16.037 9.785 -0.316 -0.458 0.118 0.36
H 22.295 -14.607 13.121 0.162 -0.335 0.149 0.27
H 27.094 -15.885 8.339 0.252 0.582 0.058 0.28
H 25.666 -13.771 12.909 0.427 -0.513 0.126 0.24
H 21.324 -16.434 10.802 0.559 0.820 0.645 0.33
H 23.687 -14.531 13.703 0.151 -0.139 0.002 0.27
H 23.677 -13.321 9.609 -0.137 -0.275 -0.395 0.29
H 21.991 -16.282 8.623 -1.302 -0.623 0.294 0.27
H 23.480 -16.921 12.557 0.687 0.576 0.243 0.27
H 25.199 -16.865 7.197 -0.862 -0.492 -0.009 0.34
H 22.375 -15.736 11.741 -0.421 -0.546 -0.768 0.45
H 25.999 -14.706 8.476 0.634 0.188 -0.200 0.30
H 23.278 -15.730 9.070 0.436 -0.068 0.665 0.28
H 24.854 -15.413 11.050 0.582 1.902 1.989 0.31
H 25.348 -13.098 11.676 -0.601 0.667 -0.959 0.33
H 23.565 -17.995 11.468 0.852 0.001 -0.982 0.33
H 22.571 -13.946 10.445 -1.687 -2.534 -0.068 0.36


Entry 2:
52
Properties=species:S:1:pos:R:3:forces:R:3:mulliken_charge:R:1 method="wB97M-V/def2-TZVPD" energy_ha=-4841.6714 orbital_gap_ev="5.0600 / 4.8445" spin_multiplicity=3 relative_energy_kj_mol=263.3 lumo_ev="2.55 / 2.55" homo_ev="-2.5 / -2.3" s2=2.014 total_charge=-1
Pr -0.133 0.399 0.933 1.293 -1.704 0.594 0.05
Se 0.024 1.315 3.457 0.068 2.246 1.808 -0.21
Cl -1.639 2.506 0.576 -0.985 1.357 -0.214 -0.55
Cl 1.359 -1.700 0.794 0.979 -1.464 0.259 -0.64
P -0.176 0.458 -1.967 -1.099 0.358 5.435 -0.45
N 1.331 -0.700 5.006 -0.619 0.372 -0.531 0.23
N -0.797 -1.148 4.679 0.813 0.155 0.010 0.24
C 1.020 -1.904 5.725 0.943 3.707 -2.189 -0.50
C -2.234 -1.056 4.254 1.216 -0.803 0.702 -0.83
C 1.126 3.011 -1.620 0.099 0.081 0.211 -1.45
C -2.533 -1.168 -1.606 0.075 -0.838 -0.108 -1.42
C 0.942 -0.636 -2.716 1.182 -0.857 -2.088 0.87
C 2.407 -0.371 -2.324 0.276 0.362 0.573 -1.33
C 0.191 -0.216 4.332 0.391 -3.640 3.100 -0.21
C 2.642 0.042 4.959 -1.091 -1.782 0.462 -0.87
C 0.616 -2.125 -2.633 -0.270 -0.567 0.299 -1.51
C 0.119 2.163 -2.427 -0.575 1.040 -0.441 1.11
C -0.235 -2.177 5.539 -1.752 3.408 -2.801 -0.67
C -1.949 0.113 -2.229 -0.333 0.588 -0.257 0.97
C -2.229 0.177 -3.703 -1.738 -0.133 -1.059 -1.70
C 0.485 2.182 -3.877 0.389 1.440 -1.795 -1.84
H -2.218 1.205 -4.094 0.142 -0.294 0.070 0.27
H 2.526 -0.228 -1.225 -0.161 -0.127 -0.751 0.15
H -0.106 1.504 -4.507 0.184 0.158 0.143 0.41
H -1.742 -0.312 0.733 -3.873 -1.689 -0.365 -0.16
H -2.714 -1.941 -2.385 0.130 0.388 0.203 0.42
H -0.881 2.647 -2.280 0.644 -0.464 -0.143 0.37
H 1.415 -2.695 -3.144 -0.332 0.254 0.149 0.52
H 3.026 -1.237 -2.610 -0.202 0.264 0.026 0.44
H 0.569 -2.498 -1.587 0.010 0.386 -0.609 0.12
H -3.258 -0.220 -3.891 0.586 0.286 -0.124 0.48
H 0.682 3.396 -0.684 0.295 -0.497 -0.480 0.24
H 2.041 2.447 -1.371 -0.443 0.261 -0.026 0.23
H -0.841 -2.909 5.870 -1.710 -2.343 1.041 0.58
H 0.798 -0.311 -3.741 0.664 -0.607 -1.006 0.47
H 2.997 0.085 3.943 0.023 0.075 -0.390 0.31
H -1.539 -0.443 -4.290 -0.098 0.077 0.044 0.29
H 3.352 -0.521 5.572 -0.114 0.061 -0.110 0.30
H -2.853 -0.981 5.145 -0.050 0.054 0.091 0.32
H 1.078 1.689 0.634 2.520 2.447 -0.736 -0.09
H 1.419 3.881 -2.230 -0.106 -0.161 -0.078 0.46
H -3.509 -0.936 -1.137 0.584 -0.154 -0.155 0.31
H -2.456 0.974 -1.716 0.701 -0.596 -0.344 0.39
H 1.560 1.961 -4.039 -0.501 -0.002 0.107 0.26
H -1.887 -1.619 -0.830 -0.475 0.362 -0.387 0.22
H -0.335 -2.360 -3.136 0.211 0.057 0.192 0.27
H -2.487 -1.963 3.708 -0.023 0.099 -0.094 0.32
H 2.521 1.025 5.366 -0.180 0.570 0.126 0.35
H 0.321 3.215 -4.278 0.228 -0.663 0.073 0.43
H -2.391 -0.194 3.627 0.207 0.246 -0.228 0.28
H 1.755 -2.345 6.255 2.067 -1.501 1.594 0.54
H 2.817 0.519 -2.830 -0.190 -0.272 0.198 0.25


Entry 3:
16
Properties=species:S:1:pos:R:3:forces:R:3:mulliken_charge:R:1 method="wB97M-V/def2-TZVPD" energy_ha=-159.5834 orbital_gap_ev=12.9509 relative_energy_kj_mol=4.2 smiles=CC.CC lumo_ev=1.15 homo_ev=-11.8
C 2.233 -1.812 1.177 0.048 -0.240 -0.001 -1.06
C 1.127 -0.898 0.669 -0.046 -0.205 0.097 -0.70
C -1.218 1.643 -0.392 -0.072 0.370 -0.506 -0.71
C -2.153 1.069 -1.448 -0.163 -0.147 -0.206 -0.90
H 2.069 -2.865 0.956 -0.251 -0.057 -0.081 0.31
H 1.047 -0.868 -0.415 0.197 0.007 -0.127 0.30
H -3.198 1.327 -1.288 -0.090 0.053 0.250 0.30
H 2.312 -1.730 2.257 0.075 0.002 0.147 0.29
H 3.208 -1.587 0.756 0.140 0.283 -0.072 0.31
H -1.917 1.450 -2.440 0.164 0.036 -0.084 0.28
H -0.178 1.455 -0.682 -0.161 -0.048 0.347 0.17
H -1.344 2.724 -0.319 0.049 0.036 -0.103 0.34
H -2.105 -0.021 -1.507 0.096 0.049 0.079 0.27
H 1.299 0.116 1.034 -0.175 0.006 -0.083 0.27
H -1.436 1.260 0.595 0.162 -0.327 0.216 0.26
H 0.156 -1.252 1.024 0.027 0.183 0.128 0.28


Entry 4:
31
Properties=species:S:1:pos:R:3:forces:R:3:mulliken_charge:R:1 method="wB97M-V/def2-TZVPD" energy_ha=-1365.2696 orbital_gap_ev=5.8977 smiles="CC[C@@H](F)c1c[nH+]ccc1C(=O)O/C(I)=C(/C)I" lumo_ev=-5.23 homo_ev=-11.1 total_charge=+1
I 0.612 4.042 -0.985 0.204 -0.015 0.043 0.05
I 3.345 0.433 1.093 -0.229 -0.047 -0.198 0.15
F -1.117 1.430 -0.287 0.146 0.043 -0.187 -0.28
O 1.363 1.070 -1.169 -0.552 -0.478 0.783 -0.18
O 2.425 -0.797 -1.711 1.135 -0.707 -0.152 -0.43
N -1.931 -2.817 -1.891 -0.188 0.051 0.230 0.03
C 2.455 3.592 1.404 -0.464 0.219 0.056 -1.42
C -1.055 -0.896 -0.797 -0.041 0.008 -0.194 0.43
C -1.560 -0.594 2.615 -0.072 0.118 -0.604 -1.43
C 0.243 -2.116 -2.424 -0.605 -0.112 0.215 -0.83
C 2.012 1.587 -0.043 0.324 0.488 -0.050 -0.14
C -1.324 0.179 0.231 -0.491 -0.197 0.514 -0.10
C 1.421 -0.243 -1.428 -0.202 0.385 -0.200 0.29
C -0.587 -0.053 1.551 -0.475 -0.365 0.484 -0.17
C 0.144 -1.062 -1.510 -0.502 -0.036 -0.398 0.71
C -0.812 -2.995 -2.597 0.835 0.426 -0.022 -0.55
C 1.836 2.867 0.254 -0.223 0.053 -0.243 0.40
C -2.081 -1.806 -1.019 0.683 0.374 -0.006 -0.82
H -2.699 -3.467 -2.012 -0.023 -0.009 -0.033 0.30
H -2.389 0.125 0.460 -0.156 0.107 -0.088 0.70
H -1.039 -1.071 3.435 0.042 0.005 0.160 0.39
H 3.457 3.938 1.166 0.183 -0.040 0.009 0.32
H -0.197 0.892 1.910 0.374 0.123 -0.208 0.33
H -2.192 0.207 2.986 -0.034 0.101 0.179 0.39
H -2.232 -1.319 2.155 -0.008 -0.290 0.132 0.32
H 1.151 -2.242 -2.985 0.111 -0.088 -0.073 0.56
H -0.740 -3.825 -3.279 -0.256 -0.133 -0.042 0.42
H 2.461 2.986 2.303 0.223 -0.201 0.074 0.45
H 0.202 -0.792 1.439 0.418 0.207 -0.133 0.25
H -3.015 -1.713 -0.492 -0.206 -0.176 -0.072 0.45
H 1.845 4.460 1.630 0.052 0.186 0.025 0.41


Entry 5:
14
Properties=species:S:1:pos:R:3:forces:R:3:mulliken_charge:R:1 method="wB97M-V/def2-TZVPD" energy_ha=-307.6009 orbital_gap_ev=10.7677 relative_energy_kj_mol=292.9 smiles="CC(=O)[C@H]1CO1.[H][H]" lumo_ev=0.84 homo_ev=-9.9
O -1.315 -1.169 -0.319 0.457 0.215 -0.123 -0.51
O 0.514 -0.638 1.768 0.018 -0.135 0.102 -0.39
C 0.832 0.679 1.356 0.034 0.290 0.009 -0.34
C -0.272 -0.624 -0.600 -0.264 -0.135 0.006 0.52
C 0.836 -0.446 0.412 0.053 -0.098 -0.155 0.01
C 0.018 -0.093 -1.985 -0.024 0.042 -0.064 -1.11
H 0.595 0.836 -1.945 -0.064 -0.142 0.002 0.35
H 1.785 1.069 1.715 -0.158 -0.073 -0.060 0.28
H -0.927 0.070 -2.508 0.148 -0.042 0.064 0.32
H 0.604 -0.830 -2.547 -0.048 0.079 0.097 0.30
H 1.804 -0.846 0.099 -0.128 0.077 0.006 0.39
H -2.082 -0.022 1.506 -0.077 0.100 0.085 -0.16
H 0.001 1.385 1.357 0.092 -0.172 -0.022 0.18
H -2.392 0.629 1.690 -0.040 -0.006 0.053 0.15


Entry 6:
26
Properties=species:S:1:pos:R:3:forces:R:3:mulliken_charge:R:1 method="wB97M-V/def2-TZVPD" energy_ha=-369.0575 orbital_gap_ev=9.4918 relative_energy_kj_mol=315.1 lumo_ev=-3.30 homo_ev=-12.8 total_charge=+1
O -0.450 -3.416 2.175 0.102 -1.029 1.498 -0.68
N -1.631 -2.515 -0.196 5.568 -3.582 -2.332 -0.36
C 1.445 3.674 0.652 -2.057 2.520 -1.198 -1.19
C 1.130 1.503 -0.644 2.115 -2.252 5.094 -0.86
C 0.473 2.629 0.082 -3.835 2.497 -1.023 -0.39
C 0.733 -0.006 -0.284 -0.377 1.508 0.737 -0.86
C -0.650 -0.336 -0.862 1.361 2.361 -0.283 -0.51
C -0.904 -1.653 -1.359 -1.133 -5.123 -0.917 -0.49
H -1.710 -1.731 -2.188 1.662 0.308 1.130 0.33
H -0.730 -3.244 3.110 0.237 0.154 -1.233 0.31
H 2.417 3.810 0.179 0.401 -1.167 0.609 0.43
H -0.719 0.232 -1.768 -0.156 0.856 -0.645 0.41
H 0.634 -0.187 0.781 0.500 0.234 0.440 0.38
H -0.881 -2.775 0.517 -1.572 1.324 0.493 0.35
H -1.430 0.083 -0.211 0.029 -0.374 -0.158 0.35
H 1.089 4.725 0.357 -0.127 -1.281 0.751 0.29
H -2.531 -2.320 0.099 -2.044 1.147 1.085 0.28
H -0.059 -4.314 2.268 -0.197 0.771 -0.304 0.33
H 1.294 3.591 1.720 1.288 0.298 0.314 0.27
H 1.595 -0.562 -0.627 -0.273 -0.728 -0.464 0.46
H 0.095 -2.364 -1.666 -2.877 2.205 0.867 0.31
H 2.249 1.594 -0.257 -2.014 -0.366 -1.717 0.31
H -0.292 2.448 0.857 1.009 -1.202 0.519 0.41
H 0.944 1.480 -1.637 0.350 0.720 -3.380 0.42
H -1.651 -3.497 -0.573 -0.708 1.024 -0.072 0.38
H -0.459 3.150 -0.523 2.749 -0.826 0.187 0.31


Entry 7:
66
Properties=species:S:1:pos:R:3:forces:R:3:mulliken_charge:R:1 method="wB97M-V/def2-TZVPD" energy_ha=-1640.1333 orbital_gap_ev=6.3176 lumo_ev=-7.92 homo_ev=-14.2 total_charge=+2
Ta -0.194 -0.089 0.350 -0.958 0.496 -0.435 0.42
O 1.669 1.951 3.087 -0.096 -0.141 0.133 -0.65
O -1.150 -1.379 2.068 0.393 0.612 -1.297 -0.64
O -1.988 1.199 1.243 0.571 -0.536 -0.142 -0.59
O -1.845 0.715 -0.851 1.263 -0.696 0.575 -0.64
N 0.556 2.343 0.372 -0.058 -1.135 0.034 -0.62
N 0.086 -1.678 -0.735 -0.257 0.028 0.564 0.95
N 2.143 -1.253 0.929 -0.713 0.358 -0.442 0.96
N 0.540 0.340 -2.397 -0.267 0.287 0.417 0.87
N 0.298 0.266 2.325 -0.201 0.239 -0.008 0.88
C 3.357 -3.185 -0.065 0.092 0.064 0.107 -0.54
C -0.519 -0.656 2.878 0.285 0.213 0.413 1.04
C -0.435 -0.647 -2.827 0.037 -0.097 0.102 1.22
C -1.791 -2.527 -2.117 0.058 -0.018 0.117 -0.37
C 0.919 1.040 3.327 0.193 0.366 -0.095 -0.35
C 1.134 -2.628 -0.794 0.513 -0.269 0.177 0.72
C 3.219 -0.264 0.692 0.009 0.182 -0.059 -0.85
C -2.102 -1.555 -4.291 -0.043 -0.013 0.034 -0.89
C 0.462 0.459 4.619 -0.259 -0.294 -0.012 0.39
C 0.213 0.013 6.931 0.027 0.046 0.009 -0.53
C -2.496 1.289 0.103 -0.486 0.388 0.205 0.65
C 2.234 -2.378 0.013 -0.040 -0.130 -0.150 0.39
C -0.657 -1.030 6.648 -0.062 -0.071 0.026 -0.61
C -1.002 -1.350 5.335 -0.024 0.038 -0.079 -0.58
C 3.393 -4.251 -0.948 0.012 -0.016 0.038 -0.99
C -1.090 -0.633 -4.045 -0.002 0.092 -0.029 -0.67
C 2.246 -1.777 2.308 0.043 0.048 0.273 -1.29
C 0.211 1.688 -2.892 -0.013 -0.053 -0.072 -1.40
C 0.789 0.781 5.915 0.052 0.070 -0.045 -0.69
C -0.754 -1.637 -1.898 -0.154 0.215 -0.272 -1.06
C -3.759 2.022 -0.172 0.053 -0.056 0.018 -1.22
C 2.295 -4.510 -1.755 0.051 0.039 0.088 -0.99
C 1.900 -0.029 -2.837 0.075 -0.052 0.000 -1.13
C 1.170 -3.707 -1.678 -0.290 0.152 -0.017 -0.86
C -0.428 -0.593 4.335 0.044 0.038 0.145 0.60
C -2.472 -2.479 -3.325 -0.004 -0.004 -0.028 -0.81
H 0.453 0.238 7.961 -0.004 -0.015 0.000 0.44
H -4.106 2.523 0.726 -0.011 -0.030 0.012 0.36
H -3.611 2.743 -0.975 0.045 -0.035 -0.029 0.36
H 0.920 2.400 -2.472 0.044 0.008 -0.073 0.40
H 1.294 2.469 1.069 0.043 -0.061 0.053 0.29
H -1.692 -2.153 5.113 0.018 -0.015 0.011 0.54
H 3.142 0.123 -0.325 0.021 -0.054 0.009 0.13
H 3.166 -2.351 2.427 0.007 0.025 -0.055 0.52
H -3.281 -3.170 -3.518 0.008 -0.004 0.012 0.50
H -2.041 -3.256 -1.356 -0.005 -0.010 -0.027 0.58
H 1.467 1.593 6.143 0.005 0.000 -0.019 0.53
H 0.323 -3.915 -2.313 -0.015 0.010 -0.048 0.50
H 1.406 -2.435 2.529 0.010 -0.004 -0.070 0.41
H 1.956 -0.058 -3.930 -0.026 0.022 0.016 0.34
H -0.803 1.947 -2.599 0.015 0.017 -0.010 0.32
H 4.271 -4.880 -0.992 0.001 0.018 -0.044 0.44
H -0.247 2.838 0.756 -0.064 -0.068 0.001 0.28
H 0.831 2.831 -0.474 0.002 -0.134 -0.080 0.18
H 0.290 1.750 -3.980 0.053 0.035 0.023 0.47
H 2.274 -0.958 3.023 0.071 -0.088 -0.050 0.35
H 3.118 0.557 1.402 -0.018 -0.020 0.026 0.33
H 2.613 0.713 -2.478 -0.011 0.003 0.001 0.41
H -2.626 -1.535 -5.237 0.037 0.022 -0.015 0.44
H -1.076 -1.608 7.461 -0.009 0.025 0.002 0.45
H -4.512 1.310 -0.514 0.007 -0.013 0.000 0.34
H 4.216 -2.984 0.563 0.010 -0.027 -0.011 0.42
H -0.838 0.095 -4.804 -0.031 0.021 0.026 0.42
H 4.207 -0.711 0.816 -0.025 -0.015 0.025 0.40
H 2.314 -5.336 -2.452 -0.029 -0.015 0.014 0.45
H 2.169 -1.011 -2.455 0.006 0.013 0.007 0.30